Entry 1:
Formula: C13H48N10O11
Source: OMol25
Level of theory: ωB97M-V/def2-TZVPD

Atoms and positions in Å:
N -1.90953 -6.70046 23.04262
C -1.59788 -7.57471 23.94612
N -0.81397 -8.48079 23.49742
O -1.84153 -7.28944 25.25574
H -2.22957 -5.71383 23.29428
H -1.53044 -6.74679 22.09956
H -0.59251 -9.24602 24.12069
H -0.56375 -8.48931 22.50568
N -4.48464 -7.10642 22.44149
C -5.21396 -6.36604 23.13807
N -6.40404 -6.40653 22.80169
O -4.72506 -5.47651 24.06671
H -3.51533 -7.07559 22.67857
H -4.78226 -7.97415 21.94667
H -7.00404 -5.70253 23.25219
H -6.88147 -7.06497 22.18329
N 1.21029 -6.42588 23.87345
C 1.24829 -5.39544 24.65257
N 0.08917 -5.13609 25.16675
O 2.40713 -4.68240 24.78020
H 2.17022 -6.75390 23.52678
H 0.40980 -7.06565 23.73279
H 0.04152 -4.23674 25.70271
H -0.61854 -5.83635 25.28818
N -2.39642 -4.21217 24.00989
C -2.71249 -3.13772 23.32867
N -1.67389 -2.68475 22.65721
O -3.98916 -2.52757 23.47823
H -3.25103 -4.77589 24.29032
H -1.42986 -4.49590 24.31714
H -1.82988 -1.87791 21.94674
H -0.81607 -3.24574 22.45889
N 0.48425 -4.49368 21.93389
C 1.30045 -3.54040 21.55055
N 2.33849 -3.39594 22.36073
O 1.05148 -2.67181 20.50598
H -0.28787 -4.72632 21.28897
H 0.81070 -5.22147 22.61239
H 3.01870 -2.65360 22.05584
H 2.43297 -4.00747 23.21967
C 1.56735 -7.60313 20.01595
C 0.79737 -8.85261 20.38584
O -0.47584 -8.62050 20.79786
H 1.10390 -6.94186 19.31939
H 2.48934 -7.92223 19.73202
H 1.68309 -6.93949 20.87141
H 1.29565 -9.42212 21.07103
H 0.80295 -9.46182 19.51153
H -1.03663 -8.83561 20.04134
C -0.69859 -12.20501 22.45637
C -0.63306 -12.08380 20.94235
O 0.70026 -11.91605 20.47277
H -1.71753 -11.95420 22.73561
H -0.03181 -11.53521 23.01610
H -0.54369 -13.17311 22.94277
H -1.11614 -11.26109 20.52456
H -1.14854 -12.92685 20.44825
H 0.75051 -11.91128 19.51484
C -1.50031 -4.81261 19.45921
O -2.05312 -5.37447 20.66018
H -0.49985 -5.20919 19.35947
H -1.49225 -3.74319 19.38590
H -2.04474 -5.19211 18.59920
H -3.00004 -5.27351 20.51251
C -3.39809 -8.07661 19.18835
O -2.40270 -8.70597 18.42121
H -4.29287 -8.72449 19.35190
H -3.83684 -7.23991 18.68387
H -2.98158 -7.74862 20.14943
H -1.95943 -8.01590 17.89503
C 2.69417 -10.06411 23.60821
O 3.59759 -9.20152 24.20126
H 1.66755 -9.71315 23.49052
H 2.74399 -10.97505 24.21349
H 3.08681 -10.43993 22.64349
H 4.33748 -9.74581 24.37393
C -3.60575 -10.20272 21.90081
O -4.83317 -9.66424 21.50032
H -2.88257 -9.37649 22.06535
H -3.24315 -11.09541 21.37069
H -3.70276 -10.58103 22.88874
H -5.34332 -10.29063 20.95633

Values from the calculation:
Frontier orbital gap = 7.5 eV
HOMO energy = -7.872 eV
E_tot = -1899.170430 a.u.
SMILES = NC(N)=O.NC(N)=O.NC(N)=O.NC(N)=O.NC(N)=O.CCO.CCO.CO.CO.CO.CO
Spin multiplicity = 1

=====

Entry 2:
Formula: C48H45BrN6O8P2Pb
Source: OMol25
Level of theory: ωB97M-V/def2-TZVPD

Atoms and positions in Å:
Pb -0.01083 -0.18741 -0.34152
O -1.01450 -2.33823 -4.24636
C -1.93434 -1.54210 -4.82885
C -2.46051 -1.92130 -6.06102
C -3.40714 -1.13147 -6.69303
C -3.83724 0.05697 -6.11530
C -3.31216 0.43131 -4.88714
C -2.37714 -0.35724 -4.22828
C -1.90581 0.04124 -2.84530
O -0.66562 -0.42405 -2.51292
N -2.95672 -0.48660 -1.88907
N -2.59834 -0.94960 -0.72790
C -3.43700 -1.39783 0.13668
C -3.00933 -1.96573 1.40791
Br -1.18614 -2.56602 1.49125
C -3.74508 -2.19622 2.49655
C -5.12999 -1.75066 2.73133
C -5.95965 -2.54687 3.52404
C -7.27484 -2.18560 3.76824
C -7.78494 -1.00882 3.23594
C -6.96037 -0.18841 2.47864
C -5.64480 -0.55155 2.23182
H -0.65633 -1.83140 -3.47958
H -2.11323 -2.84659 -6.50503
H -3.80801 -1.44147 -7.65054
H -4.56519 0.68235 -6.61530
H -3.62594 1.36214 -4.42310
H -1.96147 1.13833 -2.77418
H -3.93066 -0.46629 -2.16501
H -4.50758 -1.40530 -0.06442
H -3.30161 -2.79330 3.28503
H -5.56797 -3.46896 3.94016
H -7.90314 -2.82636 4.37406
H -8.81426 -0.72874 3.41905
H -7.34047 0.74400 2.08018
H -4.99963 0.12024 1.67834
O 2.33926 -1.77955 3.59538
C 2.47986 -1.70047 2.35615
O 2.15641 -0.70208 1.64017
C 3.07614 -2.87761 1.61392
C 3.52802 -3.96286 2.35520
C 4.13754 -5.04312 1.73719
C 4.30922 -5.02911 0.36157
C 3.84774 -3.95597 -0.38749
C 3.21103 -2.87238 0.21978
P 2.61215 -1.42581 -0.76357
C 2.65489 -1.99924 -2.50057
C 3.20241 -1.21938 -3.51589
C 3.06919 -1.59985 -4.84552
C 2.37940 -2.75565 -5.17731
C 1.79803 -3.52136 -4.17561
C 1.92443 -3.13857 -2.85021
C 4.09748 -0.34839 -0.63376
C 5.32285 -0.80836 -1.11559
C 6.46327 -0.02586 -1.00658
C 6.39375 1.22441 -0.40685
C 5.18134 1.68406 0.08708
C 4.04115 0.90118 -0.02588
H 3.39789 -3.92634 3.42766
H 4.48047 -5.88746 2.32205
H 4.80039 -5.85684 -0.13662
H 3.98838 -3.97105 -1.45899
H 3.72951 -0.30562 -3.26879
H 3.50040 -0.98232 -5.62363
H 2.27767 -3.04902 -6.21430
H 1.22389 -4.40402 -4.42562
H 1.44211 -3.72981 -2.07798
H 5.38900 -1.78304 -1.58372
H 7.40699 -0.39462 -1.39070
H 7.28352 1.83604 -0.32555
H 5.12102 2.65493 0.56275
H 3.09844 1.26129 0.36234
O 1.49975 1.35259 -1.67797
C 1.33934 2.43128 -2.23941
C 0.41002 3.48116 -1.91612
C 0.44521 4.60983 -2.74106
C -0.35891 5.68788 -2.48859
C -1.21266 5.69373 -1.36872
C -1.26437 4.60787 -0.54788
C -0.49370 3.42148 -0.79827
O -0.62096 2.40999 -0.04610
N -0.33412 6.83358 -3.38466
O -1.09080 7.75901 -3.14437
O 0.43556 6.81272 -4.32940
H 1.99032 2.66329 -3.10134
H 1.11843 4.64123 -3.58970
H -1.81089 6.57459 -1.17972
H -1.91966 4.59363 0.31495
C -0.15129 1.09919 5.98346
N 0.66022 0.29424 4.99388
C 1.86510 1.12637 4.54085
N 1.44643 2.38972 4.03272
C 0.63589 3.10506 5.00734
N -0.54804 2.35113 5.41729
C -1.51202 2.21322 4.30686
P -0.83168 1.30648 2.80823
C -0.19413 -0.10063 3.82589
C 0.76818 2.25953 2.73780
H 0.47343 1.26524 6.86126
H -1.02165 0.50432 6.25695
H 1.03890 -0.56855 5.39208
H 2.36910 0.53220 3.78467
H 2.49718 1.24898 5.42095
H 0.31475 4.05161 4.57497
H 1.24284 3.31117 5.89145
H -1.83798 3.21223 4.01164
H -2.39408 1.67933 4.66746
H 0.42901 -0.72065 3.19769
H -1.02577 -0.70405 4.19508
H 0.55779 3.24935 2.33245
H 1.42803 1.74205 2.04152

Values from the calculation:
Frontier orbital gap = 7.5 eV
HOMO energy = -7.581 eV
E_tot = -6236.066826 a.u.
Spin multiplicity = 1